112
Properties=species:S:1:pos:R:3 method="wB97M-V/def2-TZVPD" charge=-2 fmax_ev_per_a=1.2 gap_ev=4.54 lumo_energy_ev=2.965 homo_ev=-1.57 energy_ev=-192943.481 relative_energy_kj_mol=86.8
Y 0.32 -0.47 0.06
C 5.81 -3.90 2.45
C 4.38 -3.47 2.26
C 3.47 -3.54 3.24
C 2.07 -3.13 3.08
C 1.27 -3.13 4.16
N -0.08 -2.88 4.21
C -0.65 -2.42 5.46
C -2.19 -2.40 5.41
C -2.74 -1.04 5.84
N -2.28 0.02 4.92
C -2.40 0.00 3.63
C -3.33 -0.69 2.83
C -4.64 -1.09 3.19
C -5.46 -1.71 2.30
C -6.89 -2.06 2.65
C -4.95 -2.00 1.00
C -3.70 -1.67 0.59
C -3.23 -2.10 -0.74
N -2.09 -1.91 -1.24
C -1.87 -2.47 -2.57
C -0.71 -3.46 -2.61
C 0.68 -2.82 -2.50
N 0.99 -2.43 -1.14
C 2.08 -2.93 -0.65
C 2.52 -2.84 0.69
C 4.00 -2.90 0.93
C 1.61 -2.74 1.74
O 0.37 -2.44 1.54
C -2.82 -0.97 1.51
O -1.66 -0.68 1.22
H 5.96 -4.37 3.43
H 6.48 -3.03 2.36
H 6.11 -4.60 1.67
H 3.77 -3.91 4.22
H 1.71 -3.37 5.13
H -0.42 -2.48 3.33
H -0.27 -1.43 5.72
H -0.31 -3.10 6.25
H -2.62 -3.18 6.05
H -2.51 -2.61 4.39
H -2.38 -0.77 6.83
H -3.83 -1.07 5.89
H -1.41 0.49 5.20
H -1.62 0.55 3.09
H -5.01 -0.85 4.18
H -7.06 -1.98 3.72
H -7.13 -3.08 2.35
H -7.60 -1.39 2.15
H -5.60 -2.51 0.30
H -3.99 -2.65 -1.32
H -1.64 -1.64 -3.24
H -2.78 -2.96 -2.94
H -0.78 -4.01 -3.55
H -0.82 -4.18 -1.78
H 0.73 -1.94 -3.15
H 1.43 -3.53 -2.87
H 2.72 -3.48 -1.33
H 4.52 -3.37 0.10
S 4.66 -2.12 -2.50
As 4.43 -0.44 -1.20
S 4.73 -1.15 0.94
S 2.47 0.51 -1.32
S 5.92 1.04 -1.49
B 1.09 0.84 4.79
C 1.04 0.46 3.25
N 1.01 0.22 2.12
H 1.94 1.68 4.98
H -0.01 1.31 5.11
H 1.32 -0.17 5.42
N -0.32 0.31 -2.36
C -0.10 0.68 -3.43
N 0.16 1.26 -4.59
C -0.55 0.83 -5.80
C -1.72 1.77 -6.07
C -1.21 3.22 -6.17
C -0.47 3.62 -4.89
C 0.66 2.64 -4.60
H -0.88 -0.20 -5.67
H 0.16 0.85 -6.63
H -2.44 1.69 -5.25
H -2.23 1.47 -6.99
H -2.05 3.90 -6.36
H -0.53 3.30 -7.03
H -1.17 3.61 -4.04
H -0.07 4.63 -4.97
H 1.14 2.85 -3.65
H 1.43 2.71 -5.38
N 3.62 5.16 -4.78
C 3.12 4.92 -3.48
C 1.96 5.56 -3.04
C 1.50 5.35 -1.74
C 2.19 4.48 -0.90
C 3.36 3.86 -1.33
C 3.82 4.08 -2.62
S 1.60 4.11 0.73
O 0.71 5.20 1.10
O 2.75 3.88 1.55
N 0.80 2.74 0.56
C -0.48 2.71 0.18
S -1.59 4.10 -0.03
C -2.84 3.02 -0.55
C -2.40 1.75 -0.51
N -1.10 1.56 -0.11
H 2.91 5.40 -5.46
H 4.23 4.44 -5.12
H 1.43 6.23 -3.71
H 0.61 5.85 -1.38
H 3.92 3.21 -0.67
H 4.73 3.58 -2.94
H -3.83 3.37 -0.82
H -2.98 0.87 -0.77